C10H7N3O4 | the ωB97M-V functional and the def2-TZVPD basis

Last column: Löwdin charge in e.
Positions of all 24 atoms, in Å:
C: 1.833 -0.241 -0.577  -0.02
C: 1.322 -0.371 -2.001  -0.19
N: 2.033 -0.882 -3.031  0.16
O: 1.272 -0.735 -4.217  0.01
C: -0.052 -0.415 -3.925  -0.40
O: -0.985 -0.281 -4.675  0.17
C: -0.087 -0.240 -2.495  -0.10
N: -1.204 -0.002 -1.761  0.24
C: -1.079 0.186 -0.329  -0.24
C: -1.154 -0.925 0.490  -0.06
C: -0.850 -0.894 1.766  -0.04
C: -0.644 0.269 2.414  -0.18
N: -0.423 0.376 3.804  -0.32
O: -0.741 -0.572 4.516  0.09
O: 0.035 1.452 4.260  0.06
C: -0.644 1.403 1.660  -0.01
C: -0.933 1.428 0.316  0.00
H: 1.625 0.766 -0.143  0.09
H: 2.935 -0.299 -0.595  0.09
H: 1.488 -1.047 0.151  0.11
H: -1.423 -1.913 0.189  0.13
H: -0.911 -1.877 2.246  0.15
H: -0.417 2.391 2.080  0.14
H: -0.995 2.422 -0.144  0.13

- calculated total energy (a.u.) = -850.28914
- energy relative to the best compared isomer or geometry (same formula, charge and spin) (kcal/mol) = 17.6
- structure (SMILES) = CC1=NOC(=O)/C1=N/c1ccc([N+](=O)[O-])cc1
- highest occupied orbital energy (Ha) = -0.3691
- total charge = 0